1.
# C4H8N4O

A molecular structure, C4H8N4O (the ωB97M-V functional and the def2-TZVPD basis, OMol25).

Last column: Mulliken charge in e.
Positions of all 17 atoms, in Å:
O 1.501 -0.583 1.048  -0.19
N -0.582 -0.578 0.053  -0.04
N -0.210 2.561 1.858  -0.35
N -2.620 -0.139 -1.095  -0.55
N -1.448 1.548 0.107  -0.64
C 2.106 -0.859 -0.239  -0.71
C -1.484 0.283 -0.419  0.38
C -0.392 1.625 0.897  0.29
C 0.280 -0.219 1.096  -0.29
H 1.844 -1.833 -0.585  0.29
H -2.401 -0.508 -2.065  0.27
H -3.212 0.649 -1.155  0.29
H 1.921 -0.171 -1.032  0.32
H -0.746 3.405 1.807  0.25
H 0.726 2.570 2.270  0.25
H -0.815 -1.469 -0.160  0.17
H 3.161 -0.821 0.072  0.26

Results
Gap between HOMO and LUMO (spin up / spin down) (Eh): 0.25665 / 0.25669
Charge: 0
Highest occupied orbital energy (spin up / spin down) (eV): -6.20 / -6.20
E_LUMO (spin up / spin down) (eV): 0.78 / 0.78

***

2.
# C4H8N4O

C4H8N4O in the gas phase (the ωB97M-V functional and the def2-TZVPD basis, OMol25).

Last column: Mulliken charge in e.
Positions of all 17 atoms, in Å:
O -3.563 -0.087 0.195  -0.50
N -1.058 0.976 -0.233  -0.55
N 1.139 -1.254 -0.178  -0.70
N 1.331 0.993 0.243  -0.27
N -1.315 -0.347 -0.102  0.22
C 0.075 1.481 -0.142  -0.08
C 1.873 -0.237 0.054  0.81
C 3.315 -0.409 0.075  -1.27
C -2.613 -0.780 0.056  -0.04
H 2.031 1.688 0.304  0.23
H 3.608 -0.931 1.004  0.30
H -2.607 -1.880 0.092  0.31
H 1.637 -2.153 -0.232  0.15
H -0.448 -0.891 -0.055  0.37
H 0.133 2.549 -0.292  0.32
H 3.960 0.481 -0.003  0.36
H 3.607 -1.075 -0.748  0.32

Results
SMILES: [H]/N=C(\C)N/C=N\NC=O
Gap between HOMO and LUMO (Eh): 0.32379
Charge: 0
Highest occupied orbital energy (eV): -8.41
E_LUMO (eV): 0.40

***

Stability check: which of them is most stable? 2.

***

1.
# C3H12O2S

3 unconnected molecules or ions with the total composition C3H12O2S (the ωB97M-V functional and the def2-TZVPD basis, OMol25).

Last column: Mulliken charge in e.
Positions of all 18 atoms, in Å:
S 0.383 0.160 -0.985  -0.12
O -0.243 -3.828 5.274  -0.64
O -5.789 3.153 1.108  -0.64
C -0.269 -0.837 -2.331  -0.79
C 2.162 -0.089 -0.962  -0.42
C 3.043 1.190 -1.169  -0.99
H 0.394 -1.044 -3.163  0.31
H -1.085 -0.210 -2.704  0.26
H -0.005 -3.679 4.354  0.32
H 2.396 -0.466 0.026  0.30
H -4.858 3.314 1.247  0.32
H -6.324 3.898 1.384  0.32
H -1.187 -3.712 5.352  0.32
H 3.948 1.186 -0.573  0.31
H 3.198 1.369 -2.243  0.27
H 2.547 -0.793 -1.719  0.31
H -0.777 -1.715 -1.957  0.27
H 2.468 2.104 -0.938  0.30

Results
SMILES: CCSC.O.O
Gap between HOMO and LUMO (Eh): 0.33577
Charge: 0
Highest occupied orbital energy (eV): -8.45
E_LUMO (eV): 0.68

***

2.
# C3H12O2S

3 unconnected molecules or ions with the total composition C3H12O2S (the ωB97M-V functional and the def2-TZVPD basis, OMol25).

Last column: Mulliken charge in e.
Positions of all 18 atoms, in Å:
S -0.892 -1.896 1.071  -0.33
O -0.560 1.118 2.770  -0.58
O 2.039 2.422 1.052  -0.63
C -0.809 -0.647 -1.362  -0.41
C -0.042 -1.734 -0.555  -0.46
C 0.045 0.475 -1.927  -1.11
H 1.001 -1.428 -0.487  0.35
H 1.114 2.598 1.314  0.31
H -1.230 -1.195 -2.210  0.23
H -1.661 -0.280 -0.793  0.40
H -0.737 0.273 3.138  0.26
H 0.076 -2.228 1.969  0.14
H 1.095 0.173 -2.024  0.31
H -0.288 0.867 -2.882  0.32
H -1.287 1.355 2.162  0.32
H -0.071 -2.664 -1.111  0.31
H 0.197 1.321 -1.249  0.24
H 2.012 1.472 1.124  0.31

Results
SMILES: CCCS.O.O
Gap between HOMO and LUMO (Eh): 0.36204
Charge: 0
Highest occupied orbital energy (eV): -9.33
E_LUMO (eV): 0.52

***

Stability check: which of them is most stable? 2.

***

1.
# C3H7N2OS

A gas-phase ion, C3H7N2OS (charge +1) (the ωB97M-V functional and the def2-TZVPD basis, OMol25).

Last column: Mulliken charge in e.
Positions of all 14 atoms, in Å:
S -2.070 0.922 0.352  -0.14
O 0.239 -0.030 1.186  -0.39
N 1.723 1.067 -0.266  -0.31
N -0.857 -1.527 -0.308  -0.29
C -0.641 -0.093 0.148  -0.08
C 1.413 0.643 1.095  -0.18
C 0.887 0.870 -1.109  0.07
H -0.317 -2.117 0.462  0.39
H 2.360 -0.012 1.307  0.27
H -0.453 -1.639 -1.253  0.39
H -1.952 -1.766 -0.271  0.43
H -2.324 0.972 -0.976  0.17
H 1.251 1.590 1.789  0.29
H 0.743 1.121 -2.156  0.38

Results
Gap between HOMO and LUMO (Eh): 0.33632
Charge: +1
Highest occupied orbital energy (eV): -12.99
E_LUMO (eV): -3.84

***

2.
# C3H7N2OS

A gas-phase ion, C3H7N2OS (charge +1) (the ωB97M-V functional and the def2-TZVPD basis, OMol25).

Last column: Mulliken charge in e.
Positions of all 14 atoms, in Å:
S 1.790 -1.040 0.025  -0.04
O -0.775 -1.409 1.261  -0.45
N -0.389 0.800 0.440  -0.17
N -1.109 -0.886 -0.973  -0.57
C -0.344 -0.766 0.144  0.43
C 0.946 1.437 0.161  -0.54
C 1.978 0.667 -0.057  -0.13
H -0.750 -0.807 -1.977  0.27
H 0.894 2.442 -0.056  0.45
H -1.630 -1.697 1.055  0.32
H -0.706 0.830 1.437  0.36
H -1.742 -1.689 -0.939  0.23
H -1.105 1.092 -0.273  0.41
H 2.942 1.026 -0.247  0.42

Results
SMILES: N[C@]1(O)[NH2+]C=CS1
Gap between HOMO and LUMO (Eh): 0.34143
Charge: +1
Highest occupied orbital energy (eV): -13.21
E_LUMO (eV): -3.92

***

Stability check: which of them is most stable? 2.

***

1.
# C3H10N4

A molecular structure, C3H10N4 (the ωB97M-V functional and the def2-TZVPD basis, OMol25).

Last column: Mulliken charge in e.
Positions of all 17 atoms, in Å:
N -1.311 0.583 -1.882  -0.77
N 1.415 -0.058 0.255  -0.07
N -0.194 0.877 0.632  -0.28
N 1.429 -1.272 0.785  -0.41
C -0.242 0.887 -1.182  -0.06
C -1.223 0.084 1.255  -0.72
C 1.035 -0.036 -1.139  -0.37
H -1.534 -0.413 -1.829  0.20
H 0.055 1.934 -1.291  0.38
H -0.795 -0.760 1.824  0.23
H 0.738 -1.964 0.498  0.25
H 1.715 -1.311 1.753  0.25
H -0.015 1.745 1.127  0.27
H -1.882 -0.336 0.490  0.25
H -1.825 0.676 1.944  0.32
H 1.841 0.402 -1.725  0.24
H 0.793 -1.037 -1.515  0.30

Results
Gap between HOMO and LUMO (Eh): 0.30764
Charge: 0
Highest occupied orbital energy (eV): -7.65
E_LUMO (eV): 0.72

***

2.
# C3H10N4

C3H10N4 in the gas phase (the ωB97M-V functional and the def2-TZVPD basis, OMol25).

Last column: Mulliken charge in e.
Positions of all 17 atoms, in Å:
N -0.001 -1.882 -0.207  -0.63
N 1.716 -0.102 1.094  -0.62
N -1.791 -0.319 0.084  -0.64
N -0.405 -0.696 0.372  0.50
C 0.905 0.768 -1.156  -1.22
C 0.503 0.398 0.273  0.22
C -2.399 0.704 0.500  -0.21
H -3.480 0.691 0.454  0.27
H 1.401 -0.077 -1.630  0.31
H -1.934 1.614 0.886  0.18
H 0.027 1.041 -1.738  0.31
H 1.598 1.607 -1.140  0.38
H -0.367 -2.006 -1.148  0.24
H 0.124 1.251 0.837  0.27
H -0.273 -2.667 0.379  0.23
H 2.067 -0.977 0.717  0.22
H 2.310 0.651 1.423  0.21

Results
SMILES: C=NN(N)[C@H](C)N
Gap between HOMO and LUMO (Eh): 0.36470
Charge: 0
Highest occupied orbital energy (eV): -8.79
E_LUMO (eV): 1.14

***

Stability check: which of them is most stable? 2.